Entry 1:
{
  "formula": "C3H6N2O2",
  "method": "ωB97M-V/def2-TZVPD",
  "species": ["C", "C", "C", "H", "H", "H", "H", "H", "H", "N", "N", "O", "O"],
  "coordinates": [[-0.570596, -0.218840, -0.005264], [0.622690, -0.815877, -0.075390], [2.013541, -0.208729, 0.103082], [-2.000674, 1.429005, -0.769882], [0.389709, 1.746337, -0.700732], [-1.931517, -1.748909, 0.619324], [-2.567795, -0.443183, -0.175272], [0.515014, -1.926293, 0.030496], [1.114099, 1.438087, 0.836217], [-0.867628, 1.138308, -0.294757], [-1.770544, -0.740003, 0.290434], [2.008510, 1.166643, 0.421684], [3.045193, -0.816552, -0.279937]],
  "forces_ev_per_angstrom": [[-1.92, 3.31, -1.48], [2.06, -1.65, 1.71], [0.43, -1.66, -3.14], [5.27, -1.19, 1.73], [-5.21, -2.08, 0.66], [1.02, 2.19, -0.75], [-1.30, 0.90, -0.97], [0.70, 1.12, -0.06], [1.97, -0.98, -0.59], [2.07, 3.33, -2.15], [-0.57, -5.26, 2.17], [-1.22, -0.71, 0.68], [-3.28, 2.67, 2.18]],
  "nbo_charge": [0.382, -0.535, 0.772, 0.431, 0.420, 0.398, 0.375, 0.233, 0.500, -0.903, -0.793, -0.709, -0.572],
  "homo_energy_ev": -8.6,
  "de_lowest_kcal_mol": 121.07
}

Entry 2:
{
  "formula": "C3H6N2O2",
  "method": "ωB97M-V/def2-TZVPD",
  "species": ["C", "C", "C", "N", "N", "O", "O", "H", "H", "H", "H", "H", "H"],
  "coordinates": [[-1.404836, 1.662396, -2.016004], [1.411877, -1.655203, 0.083823], [0.109458, -0.231465, 1.485339], [0.669306, -1.386808, 1.085319], [0.404106, 0.849259, 0.740535], [-0.236706, 1.890652, 1.121105], [-2.041674, 0.640635, -1.908087], [-1.369494, 2.372977, -1.217334], [-0.772376, 1.806833, -2.918371], [1.685257, -2.684933, -0.111661], [1.716255, -0.868260, -0.548240], [-0.559442, -0.162448, 2.395909], [0.388270, -2.233635, 1.807666]],
  "forces_ev_per_angstrom": [[0.09, -1.61, -0.63], [0.83, -1.45, -0.80], [-0.70, 1.83, 0.82], [-1.80, -3.40, 3.85], [-1.64, 0.94, 1.22], [1.09, -1.07, -0.71], [0.06, 0.40, -0.08], [0.04, 0.87, 0.60], [-0.15, 0.30, 0.18], [0.03, 0.22, 0.17], [0.17, 0.68, -0.60], [0.95, -0.35, -1.32], [1.03, 2.64, -2.71]],
  "nbo_charge": [0.275, -0.138, -0.037, -0.396, -0.032, -0.445, -0.516, 0.139, 0.099, 0.196, 0.220, 0.199, 0.435],
  "homo_energy_ev": [-8.0, -8.3],
  "de_lowest_kcal_mol": 153.74
}

Entry 3:
{
  "formula": "C3H6N2O2S",
  "method": "ωB97M-V/def2-TZVPD",
  "species": ["C", "C", "C", "H", "H", "H", "H", "H", "H", "N", "N", "O", "O", "S"],
  "coordinates": [[1.512641, 0.479666, -0.102481], [-0.571264, -0.517183, 0.605235], [-1.999921, -0.324447, -0.036430], [2.471227, 0.133386, -1.940241], [3.166575, 1.298069, -0.866020], [-0.018018, -0.091300, -1.392957], [-0.470096, 0.256533, 1.380803], [-0.403717, -1.519626, 1.064898], [-2.572826, -0.610324, 2.068052], [2.325664, 0.812491, -1.170400], [0.410806, -0.288310, -0.484868], [1.685031, 0.878235, 1.035691], [-2.153833, -0.251682, -1.221927], [-3.382269, -0.255508, 1.060647]],
  "forces_ev_per_angstrom": [[-0.69, 0.08, -0.58], [-0.34, 0.36, -1.19], [0.91, -0.83, 0.27], [-0.33, 0.75, 1.03], [-0.30, -0.25, -0.24], [0.26, -0.15, 0.46], [0.18, -0.30, -0.19], [-0.52, 0.66, -0.33], [-0.37, 0.10, 0.35], [0.75, -0.38, -0.35], [-0.32, 0.07, 1.22], [0.26, -0.24, -0.39], [0.04, 0.29, -0.28], [0.45, -0.17, 0.21]],
  "nbo_charge": [0.781, -0.336, 0.419, 0.397, 0.400, 0.418, 0.248, 0.227, 0.127, -0.851, -0.664, -0.645, -0.557, 0.035],
  "smiles": "NC(=O)NCC(=O)S",
  "homo_energy_ev": -10.0,
  "de_lowest_kcal_mol": 10.05
}

Entry 4:
{
  "formula": "C3H6N2O2S",
  "method": "ωB97M-V/def2-TZVPD",
  "species": ["C", "C", "C", "N", "N", "O", "O", "S", "H", "H", "H", "H", "H", "H"],
  "coordinates": [[-0.904586, -0.237147, -0.271812], [0.599373, -0.458182, -0.192918], [-1.204921, 1.163324, 0.232689], [1.339667, 0.522849, 0.097073], [4.487783, 0.055711, -0.021032], [4.241354, -1.010679, 0.521105], [5.373305, 0.309760, -0.750217], [0.483035, 1.972044, 0.475636], [-0.857101, -0.234457, -1.306835], [-1.528532, -0.877118, 0.226212], [3.773741, 0.702684, 0.082315], [1.124878, -1.402206, -0.431424], [-1.728283, 1.896278, -0.361811], [-1.722764, 1.026640, 1.115319]],
  "forces_ev_per_angstrom": [[2.63, 2.32, -0.30], [0.54, -0.29, 1.31], [1.99, 0.89, -0.70], [0.29, 0.75, 0.14], [-0.68, -3.31, 0.72], [0.49, 0.09, 0.12], [2.36, 0.66, -1.41], [-0.50, -1.14, -0.12], [-1.59, -0.48, -2.47], [-1.29, -2.22, 0.58], [-2.36, 2.47, 0.57], [-0.65, 0.40, 0.03], [-0.38, -0.43, -0.63], [-0.86, 0.29, 2.16]],
  "nbo_charge": [-0.488, 0.111, -0.508, -0.575, 0.401, -0.398, -0.348, 0.349, 0.235, 0.234, 0.342, 0.213, 0.228, 0.206],
  "smiles": "O=[NH+][O-].C1=NSCC1",
  "homo_energy_ev": -8.8,
  "de_lowest_kcal_mol": 127.52
}

Entry 5:
{
  "formula": "C3H6N2O3",
  "method": "ωB97M-V/def2-TZVPD",
  "species": ["C", "C", "C", "H", "H", "H", "H", "H", "H", "N", "N", "O", "O", "O"],
  "coordinates": [[-1.682363, 0.681849, -0.466536], [0.823509, 0.815787, 0.105619], [1.815277, -1.176377, 0.780435], [-2.228463, -0.725161, -2.080752], [-1.496638, 1.881099, 0.072898], [-0.779988, -1.067886, 0.112811], [1.362240, 1.628145, 0.042918], [0.490290, 0.366867, -0.888714], [2.454411, -1.842149, 1.373739], [-2.217379, 0.429006, -1.758564], [-1.325212, -0.108259, 0.687189], [-0.136694, 0.800374, 1.019817], [2.167955, 0.167730, 0.416257], [0.753057, -1.851026, 0.582885]],
  "forces_ev_per_angstrom": [[-3.77, 2.06, -3.38], [-0.14, -4.22, -2.55], [-1.90, -1.50, -0.35], [0.18, 3.90, 1.86], [-1.28, -3.27, -2.89], [-1.46, 2.83, 2.81], [0.89, 5.72, -0.76], [0.57, 0.82, 1.14], [1.28, 1.30, -0.16], [2.81, -2.13, 5.16], [3.14, -1.52, -4.55], [-0.52, -1.48, 2.22], [-2.78, -5.97, 1.93], [2.97, 3.47, -0.49]],
  "nbo_charge": [0.191, 0.195, 0.639, 0.342, 0.209, 0.415, 0.188, 0.185, 0.165, -0.671, -0.326, -0.401, -0.520, -0.613],
  "smiles": "[H]/N=C\\NOCOC=O",
  "homo_energy_ev": -10.2,
  "de_lowest_kcal_mol": 201.98
}

Entry 6:
{
  "formula": "C3H6N2O3",
  "method": "ωB97M-V/def2-TZVPD",
  "species": ["C", "N", "C", "C", "O", "O", "N", "O", "H", "H", "H", "H", "H", "H"],
  "coordinates": [[1.316628, 2.078610, -0.019807], [-1.014383, -0.725476, -0.291700], [-0.340606, -1.881708, 0.386739], [0.751940, 0.711821, -0.158229], [-2.400468, -0.729381, -0.048265], [-0.390681, -2.805986, -0.539663], [-0.502951, 0.542955, -0.201154], [0.198915, -1.845405, 1.443994], [-2.551732, -0.249266, 0.781758], [-0.942271, -2.232226, -1.249085], [1.461339, -0.118445, -0.145765], [1.913242, 2.146182, 0.890613], [1.979635, 2.289680, -0.859756], [0.521393, 2.818643, 0.010319]],
  "forces_ev_per_angstrom": [[0.03, 0.09, -0.21], [-0.09, 0.53, -0.23], [-0.09, 1.57, -0.42], [0.01, -0.27, 0.40], [0.16, 0.00, 0.15], [-1.40, 0.34, -1.55], [-0.32, 0.13, 0.44], [-0.08, -0.41, -0.04], [0.17, -0.02, 0.06], [1.63, -1.97, 1.48], [-0.07, -0.08, -0.09], [0.01, -0.01, 0.02], [0.05, 0.09, 0.00], [-0.01, 0.02, 0.00]],
  "nbo_charge": [-0.654, -0.142, 0.864, 0.096, -0.541, -0.643, -0.271, -0.545, 0.465, 0.520, 0.167, 0.229, 0.224, 0.232],
  "smiles": "C/C=N/N(O)C(=O)O",
  "homo_energy_ev": -9.4,
  "de_lowest_kcal_mol": 98.88
}

Entry 7:
{
  "formula": "C3H6N2O4",
  "method": "ωB97M-V/def2-TZVPD",
  "species": ["C", "C", "C", "N", "N", "O", "O", "O", "O", "H", "H", "H", "H", "H", "H"],
  "coordinates": [[-0.380177, 1.357526, -0.997465], [0.702693, -0.473041, 1.378455], [-1.186069, 0.959767, 0.033102], [1.419265, -0.472503, 0.326424], [-1.815157, -0.302522, -0.204278], [1.810657, -1.706250, -0.189065], [1.766086, 0.451757, -0.380255], [-1.695319, -0.928395, -1.275677], [-2.323701, -0.783593, 0.799667], [0.155447, 2.284594, -1.020261], [2.395078, -1.579250, -1.006912], [-0.077268, 0.733310, -1.811904], [0.596416, -1.509603, 1.727391], [0.246853, 0.474298, 1.699651], [-1.614799, 1.493908, 0.921127]],
  "forces_ev_per_angstrom": [[-0.55, 0.30, 1.98], [-0.30, -1.29, 0.92], [0.19, 1.80, -2.79], [1.01, -0.47, -1.52], [0.32, -2.51, 0.00], [0.53, -1.32, -0.37], [0.71, 2.01, -0.73], [-0.33, 1.36, 1.49], [-0.58, -0.04, -0.29], [-0.14, 0.54, 0.41], [-1.24, 0.71, 1.74], [-0.65, -0.49, -0.21], [-0.54, 0.94, 0.44], [0.76, -0.99, 0.11], [0.82, -0.57, -1.18]],
  "nbo_charge": [-0.244, -0.256, -0.215, 0.375, 0.485, -0.559, -0.491, -0.398, -0.392, 0.215, 0.504, 0.241, 0.238, 0.245, 0.253],
  "smiles": "C=C[N+](=O)[O-].C=[N+]([O-])O",
  "homo_energy_ev": -9.8,
  "de_lowest_kcal_mol": 219.69
}

Entry 8:
{
  "formula": "C3H6N2OS",
  "method": "ωB97M-V/def2-TZVPD",
  "species": ["C", "C", "C", "H", "H", "H", "H", "H", "H", "N", "N", "O", "S"],
  "coordinates": [[-0.896483, -1.282045, 1.877765], [-0.653330, 0.587181, 0.442483], [1.512706, 0.609351, -2.102704], [-1.663315, -1.624835, 2.595053], [-0.622320, -2.086141, 0.926857], [0.198069, -1.215648, 2.561793], [-1.094739, 1.516266, 0.007646], [0.057147, 1.865257, -1.015021], [1.673114, 1.513430, -2.802142], [0.314628, 0.002725, -0.185210], [0.542628, 0.834761, -1.163186], [-1.403686, 0.131433, 1.454647], [2.035581, -0.851735, -2.597980]],
  "forces_ev_per_angstrom": [[2.72, -0.40, 0.17], [-1.34, -1.15, 0.68], [-1.62, 1.36, -1.59], [0.34, 0.07, -0.79], [-1.23, 2.82, 2.66], [-3.25, 0.24, -2.28], [0.09, -0.49, 0.92], [2.28, -3.14, -1.26], [-0.17, -1.15, 1.51], [-3.00, 0.01, 3.22], [2.30, 5.00, -3.70], [2.36, -3.06, 0.06], [0.53, -0.09, 0.40]],
  "nbo_charge": [-0.317, 0.377, -0.115, 0.208, 0.246, 0.208, 0.132, 0.357, 0.199, -0.281, -0.412, -0.486, -0.117],
  "smiles": "CO/C=N/NC=S",
  "homo_energy_ev": -8.1,
  "de_lowest_kcal_mol": 120.64
}

Entry 9:
{
  "formula": "C3H6N2OS",
  "method": "ωB97M-V/def2-TZVPD",
  "species": ["C", "C", "C", "H", "H", "H", "H", "H", "H", "N", "N", "O", "S"],
  "coordinates": [[1.462445, -0.901403, 0.131281], [0.797724, 0.345593, 0.669462], [-1.290772, -0.207181, -0.556057], [0.944437, -1.847058, 0.411097], [1.577340, -0.923495, -0.987682], [2.474605, -0.987524, 0.548372], [-1.766560, 2.482667, 0.607789], [-2.255969, -0.527235, -0.207092], [-0.192782, -0.144024, -2.072386], [-0.600820, 0.542876, 0.373155], [-1.058286, -0.478970, -1.762183], [1.397883, 1.135691, 1.337950], [-1.489247, 1.510063, 1.506292]],
  "forces_ev_per_angstrom": [[0.31, -1.15, -0.86], [-0.41, 0.07, -0.62], [-1.70, -0.34, -0.50], [-0.01, 0.78, -0.22], [-0.27, 0.18, 1.09], [-0.37, 0.38, -0.04], [0.01, -0.04, 0.37], [-0.47, -0.09, 0.45], [1.73, 0.81, -0.70], [1.85, 0.22, 1.31], [-0.78, -0.79, 0.46], [0.00, 0.17, 0.31], [0.11, -0.21, -1.05]],
  "nbo_charge": [-0.732, 0.689, 0.275, 0.241, 0.239, 0.250, 0.116, 0.165, 0.325, -0.641, -0.615, -0.539, 0.227],
  "smiles": "[H]/N=C\\N(S)C(C)=O",
  "homo_energy_ev": -9.7,
  "de_lowest_kcal_mol": 43.47
}

Entry 10:
{
  "formula": "C3H6N2OS",
  "method": "ωB97M-V/def2-TZVPD",
  "species": ["C", "C", "C", "H", "H", "H", "H", "H", "H", "N", "N", "O", "S"],
  "coordinates": [[1.500697, -0.446294, -0.317919], [0.210527, -1.389827, -0.512685], [0.478761, 0.734302, -0.440482], [2.032156, 0.660559, 1.858694], [3.476473, -0.418237, 0.539845], [2.399115, -0.364946, -1.077392], [0.227539, -1.832011, -1.467271], [0.200680, -1.935795, 0.430724], [-2.937949, -0.546590, -0.613667], [2.205059, -0.392983, 0.938799], [-0.562077, -0.229052, -0.429443], [0.545128, 1.954023, -0.305685], [-2.149988, -0.014376, 0.427224]],
  "forces_ev_per_angstrom": [[1.65, 2.28, -2.53], [3.40, 0.42, 2.65], [-0.20, 1.07, 1.18], [0.61, -3.83, -4.28], [-5.19, 0.59, 2.47], [-2.54, -0.71, 0.59], [-0.32, -1.26, -0.82], [-0.40, -0.98, -0.59], [0.76, 0.67, 1.10], [4.73, 1.87, 2.49], [-3.12, 3.78, 0.67], [-0.50, -2.91, -0.51], [1.12, -1.00, -2.42]],
  "nbo_charge": [-0.142, -0.243, 0.668, 0.409, 0.380, 0.209, 0.202, 0.217, 0.131, -0.870, -0.558, -0.563, 0.161],
  "homo_energy_ev": -9.2,
  "de_lowest_kcal_mol": 141.95
}